A 11-piece molecular cluster, C45H88BF7N3O15 overall. Source: OMol25; level of theory: the ωB97M-V functional and the def2-TZVPD basis.

Summary:
Highest occupied orbital energy = -4.2 eV
M = 1055.003 g mol⁻¹
Orbital gap = 5.804 eV
Electronic energy = -102976.548 eV
Total charge = -1
LUMO energy = 1.601 eV

Each atom is followed by the atoms it is bonded to, with distances in Å.
Element x y z (Å)
1 C -2.7599 -2.6538 0.6436  C2 1.534, H32 1.092, H33 1.086, H34 1.083
2 C -1.8974 -1.3854 0.6640  C1 1.534, C3 1.540, H35 1.091, H36 1.089
3 C -2.7630 -0.1129 0.6213  C2 1.540, N4 1.459, H37 1.098, H38 1.084
4 N -3.6688 -0.1153 -0.5224  C3 1.459, B5 1.522, H39 1.022
5 B -4.3804 1.2049 -0.7808  N4 1.522, C6 1.720, O16 1.463, O31 1.512
6 C -6.0688 1.0678 -1.0767  B5 1.720, F7 1.348, F8 1.362, C9 1.528
7 F -6.4061 1.8653 -2.1094  C6 1.348
8 F -6.7768 1.4013 0.0379  C6 1.362
9 C -6.5337 -0.3369 -1.4567  C6 1.528, F10 1.311, F11 1.335, C12 1.579
10 F -6.3349 -1.1875 -0.4796  C9 1.311
11 F -5.8613 -0.7172 -2.5450  C9 1.335
12 C -8.0652 -0.4407 -1.8252  C9 1.579, F13 1.329, F14 1.316, F15 1.318
13 F -8.6787 -1.3276 -1.0480  C12 1.329
14 F -8.7153 0.6920 -1.6663  C12 1.316
15 F -8.2610 -0.8298 -3.0689  C12 1.318
16 O -3.8198 2.0578 -1.8293  B5 1.463, C17 1.420
17 C -3.2771 3.2801 -1.3507  O16 1.420, C18 1.525, C25 1.568, H40 1.085
18 C -1.7850 2.9928 -1.4735  C17 1.525, O19 1.435, H41 1.090, H42 1.091
19 O -0.9139 3.9542 -0.8599  C18 1.435, C20 1.380
20 C 0.2466 3.3048 -0.4902  O19 1.380, O21 1.419, H43 1.092, H44 1.094
21 O 1.0262 2.9360 -1.6175  C20 1.419, C22 1.413
22 C 1.4253 1.5821 -1.5474  O21 1.413, C23 1.523, H45 1.091, H46 1.092
23 C 2.1645 1.2062 -0.2699  C22 1.523, O24 1.427, H47 1.091, H48 1.083
24 O 3.3660 0.4765 -0.5151  C23 1.427, H49 0.974
25 C -3.9346 3.3418 0.0709  C17 1.568, N26 1.513, C27 1.544, O31 1.363
26 N -5.1950 4.1175 -0.2423  C25 1.513, H50 1.013, H51 1.013
27 C -3.2770 4.1612 1.2018  C25 1.544, C28 1.541, H52 1.084, H53 1.093
28 C -2.0410 3.5567 1.8962  C27 1.541, C29 1.523, H54 1.093, H55 1.082
29 C -2.3102 3.1111 3.3270  C28 1.523, N30 1.456, H56 1.090, H57 1.093
30 N -3.2944 2.0459 3.4599  C29 1.456, H58 1.013, H59 1.007
31 O -4.3277 2.0908 0.4431  B5 1.512, C25 1.363
32 H -2.2414 -3.4568 1.1721  C1 1.092
33 H -3.6694 -2.4346 1.1957  C1 1.086
34 H -2.9779 -2.9353 -0.3789  C1 1.083
35 H -1.3538 -1.3675 1.6097  C2 1.091
36 H -1.1872 -1.3305 -0.1600  C2 1.089
37 H -2.0526 0.7198 0.5372  C3 1.098
38 H -3.2884 -0.0800 1.5689  C3 1.084
39 H -3.0889 -0.3337 -1.3348  N4 1.022
40 H -3.6299 4.0300 -2.0517  C17 1.085
41 H -1.6309 1.9713 -1.1259  C18 1.090
42 H -1.5525 2.9916 -2.5392  C18 1.091
43 H 0.8487 3.9741 0.1271  C20 1.092
44 H -0.0079 2.4437 0.1351  C20 1.094
45 H 2.1143 1.4182 -2.3774  C22 1.091
46 H 0.5958 0.8958 -1.7301  C22 1.092
47 H 2.3565 2.0691 0.3700  C23 1.091
48 H 1.5018 0.5657 0.2991  C23 1.083
49 H 3.5187 -0.0632 0.2807  O24 0.974
50 H -4.9347 5.0331 -0.5903  N26 1.013
51 H -5.7802 4.1803 0.5817  N26 1.013
52 H -3.1101 5.1687 0.8371  C27 1.084
53 H -4.0466 4.2531 1.9725  C27 1.093
54 H -1.2740 4.3343 1.9382  C28 1.093
55 H -1.6156 2.7297 1.3428  C28 1.082
56 H -2.5394 3.9474 3.9875  C29 1.090
57 H -1.3715 2.7044 3.7111  C29 1.093
58 H -4.0330 2.1271 2.7711  N30 1.013
59 H -2.8629 1.1374 3.4220  N30 1.007
60 C -1.0920 6.4501 7.0464  C61 1.511, H64 1.088, H65 1.091, H66 1.092
61 C -0.6945 5.2467 6.2239  C60 1.511, O62 1.208, C63 1.510
62 O -0.4817 5.3348 5.0379  C61 1.208
63 C -0.5789 3.9275 6.9495  C61 1.510, H67 1.091, H68 1.092, H69 1.088
64 H -1.1389 7.3264 6.4033  C60 1.088
65 H -2.0733 6.2879 7.4954  C60 1.091
66 H -0.3546 6.6260 7.8318  C60 1.092
67 H -1.5390 3.6601 7.3934  C63 1.091
68 H 0.1809 3.9948 7.7309  C63 1.092
69 H -0.2923 3.1513 6.2431  C63 1.088
70 C 1.5192 1.0765 4.6339  C71 1.507, H74 1.090, H75 1.094, H76 1.092
71 C 1.1820 1.8507 3.3854  C70 1.507, O72 1.209, C73 1.510
72 O 0.6186 1.3283 2.4523  C71 1.209
73 C 1.5876 3.3042 3.3454  C71 1.510, H77 1.093, H78 1.091, H79 1.088
74 H 1.1716 0.0497 4.5239  C70 1.090
75 H 2.6040 1.0728 4.7736  C70 1.094
76 H 1.0316 1.5234 5.5029  C70 1.092
77 H 2.6724 3.3919 3.4508  C73 1.093
78 H 1.0936 3.8555 4.1474  C73 1.091
79 H 1.2879 3.7365 2.3925  C73 1.088
80 C 5.4213 -2.0879 -3.3975  C81 1.506, H84 1.089, H85 1.091, H86 1.090
81 C 6.1284 -2.0671 -2.0679  C80 1.506, O82 1.213, C83 1.507
82 O 6.3102 -3.0807 -1.4261  C81 1.213
83 C 6.5989 -0.7254 -1.5691  C81 1.507, H87 1.093, H88 1.091, H89 1.089
84 H 5.1346 -3.1109 -3.6371  C80 1.089
85 H 4.5237 -1.4696 -3.3513  C80 1.091
86 H 6.0815 -1.7138 -4.1800  C80 1.090
87 H 5.7430 -0.0562 -1.4486  C83 1.093
88 H 7.3115 -0.2902 -2.2720  C83 1.091
89 H 7.0877 -0.8517 -0.6041  C83 1.089
90 C 5.4898 0.6455 3.3280  C91 1.510, H94 1.088, H95 1.091, H96 1.091
91 C 5.4353 0.2794 4.7916  C90 1.510, O92 1.210, C93 1.510
92 O 4.5404 0.6705 5.5068  C91 1.210
93 C 6.5437 -0.5970 5.3230  C91 1.510, H97 1.091, H98 1.091, H99 1.088
94 H 4.6372 1.2738 3.0774  C90 1.088
95 H 6.4083 1.1950 3.1145  C90 1.091
96 H 5.4527 -0.2561 2.7144  C90 1.091
97 H 7.5065 -0.1003 5.1938  C93 1.091
98 H 6.5511 -1.5514 4.7938  C93 1.091
99 H 6.3813 -0.7823 6.3830  C93 1.088
100 C -0.5625 -4.8800 5.0157  C101 1.513, H104 1.088, H105 1.091, H106 1.092
101 C -1.8188 -4.1325 4.6258  C100 1.513, O102 1.206, C103 1.510
102 O -1.7733 -3.1241 3.9658  C101 1.206
103 C -3.1333 -4.7064 5.0994  C101 1.510, H107 1.092, H108 1.091, H109 1.088
104 H 0.3050 -4.3609 4.6121  C100 1.088
105 H -0.4744 -4.9228 6.1027  C100 1.091
106 H -0.5889 -5.8934 4.6108  C100 1.092
107 H -3.1551 -4.7418 6.1903  C103 1.092
108 H -3.2689 -5.7123 4.6980  C103 1.091
109 H -3.9475 -4.0752 4.7503  C103 1.088
110 C 3.6852 -3.2216 2.1231  C111 1.510, H114 1.089, H115 1.092, H116 1.091
111 C 2.4691 -2.4393 1.6865  C110 1.510, O112 1.211, C113 1.506
112 O 2.5253 -1.2480 1.4746  C111 1.211
113 C 1.1789 -3.1991 1.5254  C111 1.506, H117 1.092, H118 1.092, H119 1.088
114 H 4.5406 -2.5521 2.1983  C110 1.089
115 H 3.5045 -3.6763 3.0988  C110 1.092
116 H 3.9112 -3.9991 1.3920  C110 1.091
117 H 0.8910 -3.6529 2.4758  C113 1.092
118 H 1.2981 -3.9770 0.7683  C113 1.092
119 H 0.3908 -2.5170 1.2118  C113 1.088
120 C -1.0607 -2.2062 -4.5259  C121 1.512, H124 1.088, H125 1.092, H126 1.091
121 C -2.1378 -2.4048 -3.4836  C120 1.512, O122 1.206, C123 1.510
122 O -2.2099 -1.6999 -2.5077  C121 1.206
123 C -3.1247 -3.5242 -3.7151  C121 1.510, H127 1.092, H128 1.091, H129 1.088
124 H -0.4263 -1.3716 -4.2338  C120 1.088
125 H -0.4476 -3.1062 -4.6064  C120 1.092
126 H -1.5137 -1.9839 -5.4936  C120 1.091
127 H -2.6010 -4.4815 -3.7605  C123 1.092
128 H -3.6658 -3.3575 -4.6481  C123 1.091
129 H -3.8383 -3.5489 -2.8938  C123 1.088
130 C 6.6095 -1.9338 -8.2421  C131 1.509, H134 1.080, H135 1.092, H136 1.091
131 C 5.4153 -1.8607 -7.3225  C130 1.509, O132 1.210, C133 1.511
132 O 5.3105 -0.9902 -6.4882  C131 1.210
133 C 4.3506 -2.9211 -7.4844  C131 1.511, H137 1.091, H138 1.091, H139 1.088
134 H 7.2857 -1.1224 -8.0185  C130 1.080
135 H 7.1326 -2.8810 -8.0969  C130 1.092
136 H 6.2873 -1.8477 -9.2809  C130 1.091
137 H 4.7790 -3.9094 -7.3085  C133 1.091
138 H 3.9312 -2.8785 -8.4909  C133 1.091
139 H 3.5541 -2.7484 -6.7631  C133 1.088
140 C -11.9340 -1.8685 2.9646  C141 1.513, H144 1.089, H145 1.091, H146 1.091
141 C -10.5232 -2.2359 2.5596  C140 1.513, O142 1.210, C143 1.508
142 O -9.8261 -2.9193 3.2751  C141 1.210
143 C -10.0364 -1.7126 1.2319  C141 1.508, H147 1.091, H148 1.091, H149 1.083
144 H -12.1580 -2.3067 3.9357  C140 1.089
145 H -12.0310 -0.7840 3.0349  C140 1.091
146 H -12.6447 -2.2521 2.2307  C140 1.091
147 H -10.0570 -0.6218 1.2331  C143 1.091
148 H -10.6685 -2.0913 0.4278  C143 1.091
149 H -9.0180 -2.0429 1.0658  C143 1.083
150 C 9.8858 1.3970 -9.8716  C151 1.509, H154 1.088, H155 1.091, H156 1.091
151 C 9.8941 -0.1113 -9.8258  C150 1.509, O152 1.210, C153 1.510
152 O 8.9638 -0.7339 -9.3668  C151 1.210
153 C 11.1142 -0.8085 -10.3775  C151 1.510, H157 1.091, H158 1.091, H159 1.088
154 H 8.9556 1.7663 -9.4453  C150 1.088
155 H 10.7216 1.7929 -9.2927  C150 1.091
156 H 9.9622 1.7397 -10.9048  C150 1.091
157 H 12.0016 -0.5054 -9.8197  C153 1.091
158 H 11.2424 -0.5587 -11.4319  C153 1.091
159 H 10.9887 -1.8851 -10.2827  C153 1.088